Formula: C15H7BF6N2O11S2Ti
Source: the OMol25 dataset
Level of theory: ωB97M-V/def2-TZVPD

```
45
Properties=species:S:1:pos:R:3:forces:R:3:lowdin_charge:R:1
Ti 1.212 -0.127 -0.312 0.5 -4.4 -0.6 1.0720
S 0.216 -4.363 1.442 0.4 -0.2 -0.1 0.4891
S 1.813 -2.406 0.640 2.1 -5.7 2.5 0.6890
F 0.418 -4.741 -1.220 0.1 0.2 -0.1 0.1056
F -1.338 -3.590 -0.691 -0.1 0.3 0.1 0.1122
F 3.743 -1.014 -0.855 1.2 1.3 -0.9 -0.0413
F -1.289 -5.708 -0.358 -0.1 -0.1 0.2 0.0749
F 4.922 -2.446 0.278 0.7 0.1 0.1 -0.0036
F 4.228 -2.955 -1.715 0.6 0.0 -0.6 0.0035
O 2.144 5.661 1.190 -0.1 -1.0 -0.4 0.0537
O -0.836 -4.831 2.309 -0.3 0.3 0.1 -0.3454
O 3.234 2.238 -2.789 -0.6 -0.2 1.2 0.0736
O 1.107 -2.020 -0.647 -1.0 1.6 -1.8 -0.4698
O 2.254 -1.105 1.227 -0.5 2.0 0.2 -0.4628
O -0.003 0.098 1.254 -0.3 0.6 0.2 -0.0847
O 1.376 -5.225 1.342 -0.2 -0.3 -0.1 -0.3573
O -1.594 -0.717 -1.397 0.1 -0.4 -0.5 0.1621
O 2.041 0.568 -1.844 0.8 1.3 -1.0 -0.1076
O -0.427 1.350 3.069 0.4 0.3 -0.5 0.0660
O -1.444 1.460 -0.769 0.2 0.6 -0.3 0.1316
N 0.547 -2.862 1.623 -1.6 0.4 0.1 -0.3772
N 1.613 1.648 0.249 1.3 5.1 0.7 0.0392
C -5.080 1.119 -0.375 -0.2 0.0 0.0 -0.1224
C 1.048 2.162 1.361 0.2 -0.4 -0.5 -0.1054
C -5.169 -0.202 -0.788 -0.2 0.0 0.0 -0.1146
C 2.301 2.477 -0.599 -1.0 0.0 1.7 -0.0928
C 1.204 3.479 1.713 0.4 0.6 -0.4 0.0805
C 1.967 4.326 0.875 -0.5 -0.1 0.8 -0.2488
C -2.829 -0.264 -1.112 -0.6 0.9 0.2 -0.1974
C 3.843 -2.345 -0.556 -1.1 -0.7 0.2 -0.5623
C -3.863 1.791 -0.339 0.5 0.0 0.0 -0.0074
C 2.496 3.818 -0.302 0.2 -0.3 -0.3 0.0843
C -0.539 -4.580 -0.299 0.1 -0.4 0.3 -0.6524
C -4.042 -0.919 -1.170 0.4 -0.1 0.0 0.0092
C 0.131 1.127 1.999 -0.8 0.0 1.0 -0.5426
C 2.595 1.751 -1.857 0.8 -0.3 -2.1 -0.5186
C -2.738 1.082 -0.713 -0.7 -0.8 -0.2 -0.2056
B -0.693 0.320 -1.156 -1.4 0.0 0.7 -0.3855
H 3.031 4.450 -0.995 0.0 0.0 -0.1 0.1321
H 1.691 5.820 2.026 0.0 0.0 0.0 0.0994
H -4.085 -1.954 -1.473 0.0 -0.1 0.0 0.1174
H -3.793 2.815 -0.005 0.0 0.1 0.0 0.1079
H -6.136 -0.687 -0.793 0.0 0.0 0.0 0.0891
H -5.976 1.633 -0.058 -0.1 0.1 0.0 0.0863
H 0.701 3.865 2.590 0.0 -0.1 0.1 0.1270
```
Positions in Å, forces in eV/Å.

Computed properties:
Total charge: -2
Relative energy (zero: lowest compared OMol25 entry of this formula, charge and spin) (eV): 2.337
HOMO-LUMO gap (spin up / spin down) (eV): 3.90 / 3.00
Calculated total energy (Ha): -3783.0370
E_HOMO (spin up / spin down) (Ha): -0.0121 / 0.0122